Computed, not measured: a cluster of 2 separate species, CH8N2S2 in total, with wB97M-V/def2-TZVPD.

Each line ends with the Löwdin charge.
Cartesian coordinates (Å):
N -0.340 -1.723 0.040  -0.0040
C 0.288 -0.732 0.896  -0.3738
N -0.495 0.496 1.132  -0.0220
H -1.130 -2.148 0.506  0.0606
H -0.688 -1.291 -0.808  0.0366
H 0.524 -1.217 1.839  0.1043
H 1.243 -0.467 0.432  0.0841
H -1.379 0.399 0.650  0.0521
H -0.763 0.559 2.108  0.0607
S 1.257 2.437 -1.267  0.2492
S -0.211 1.445 -2.350  0.2155
H 1.102 1.659 -0.184  -0.2567
H 0.591 0.583 -2.994  -0.2064

Output
SMILES string: NCN.SS
orbital gap: 0.3578 Ha
electronic energy: -25817.1978 eV
energy above the lowest of the compared OMol25 structures with the same formula, charge and spin: 12.9 kJ/mol
HOMO energy: -9.36 eV

Computed, not measured: a cluster of 2 separate species, CH8N3 in total in a non-equilibrium geometry, with wB97M-V/def2-TZVPD.

Each line ends with the Löwdin charge.
Cartesian coordinates (Å):
C -0.149 -0.650 0.345  -0.3215
N 0.637 -0.510 1.366  0.1918
N -1.219 0.119 0.410  0.0976
N 0.601 0.448 -1.222  0.0630
H 0.245 1.383 -1.218  0.0708
H 1.464 -0.975 1.293  0.1041
H 0.334 0.346 1.803  0.1414
H -1.246 0.726 1.198  0.1080
H -2.142 0.131 -0.083  0.1693
H -0.258 -1.486 -0.377  0.1748
H 0.106 0.014 -1.986  0.0716
H 1.628 0.454 -1.528  0.1292

Output
orbital gap: 0.4348 Ha
electronic energy: -5629.7164 eV
energy above the lowest of the compared OMol25 structures with the same formula, charge and spin: 187.5 kJ/mol
HOMO energy: -15.04 eV
net charge: +1

Which of these has the lowest HOMO energy?
CH8N3

Look up the energy above the lowest of the compared OMol25 structures with the same formula, charge and spin of the first one.
12.9 kJ/mol

Repeat the first record exactly.
Computed, not measured: a cluster of 2 separate species, CH8N2S2 in total, with wB97M-V/def2-TZVPD.

Each line ends with the Löwdin charge.
Cartesian coordinates (Å):
N -0.340 -1.723 0.040  -0.0040
C 0.288 -0.732 0.896  -0.3738
N -0.495 0.496 1.132  -0.0220
H -1.130 -2.148 0.506  0.0606
H -0.688 -1.291 -0.808  0.0366
H 0.524 -1.217 1.839  0.1043
H 1.243 -0.467 0.432  0.0841
H -1.379 0.399 0.650  0.0521
H -0.763 0.559 2.108  0.0607
S 1.257 2.437 -1.267  0.2492
S -0.211 1.445 -2.350  0.2155
H 1.102 1.659 -0.184  -0.2567
H 0.591 0.583 -2.994  -0.2064

Output
SMILES string: NCN.SS
orbital gap: 0.3578 Ha
electronic energy: -25817.1978 eV
energy above the lowest of the compared OMol25 structures with the same formula, charge and spin: 12.9 kJ/mol
HOMO energy: -9.36 eV